C4H10NS | the ωB97M-V functional and the def2-TZVPD basis

Each line ends with the Mulliken charge.
Positions of all 16 atoms, in Å:
C1 0.204 0.215 1.271  0.3373
C2 0.497 1.630 1.582  -1.0466
C3 0.489 0.190 -1.742  -1.1297
C4 -0.652 -0.296 -0.891  0.2201
N1 -0.767 -1.689 -0.718  -0.4335
S1 0.438 -1.047 2.306  -0.0727
H1 -0.052 2.382 0.942  0.2712
H2 0.194 1.660 2.650  0.3944
H3 1.609 1.818 1.648  0.3344
H4 -0.022 0.099 -2.711  0.3712
H5 1.290 -0.463 -1.735  0.4274
H6 0.712 1.343 -1.717  0.3221
H7 -1.583 0.360 -0.828  0.3196
H8 -1.660 -2.081 -0.366  0.2848
H9 -0.434 -1.961 1.768  0.1680
H10 -0.264 -2.160 -1.459  0.2319

Spin multiplicity: 1
Gap between HOMO and LUMO in eV: 8.396
HOMO in eV: -13.042
Lowest unoccupied orbital energy in eV: -4.65
Total energy in a.u.: -610.97248
Net charge: +1